A gas-phase ion, C5H11N2 (charge +1) in a non-equilibrium geometry. Source: OMol25; level of theory: ωB97M-V with the def2-TZVPD basis set.

LUMO level (alpha / beta) (eV): -6.96 / -6.17
E_HOMO (alpha / beta) (eV): -14.45 / -14.88
Frontier orbital gap (alpha / beta) (eV): 7.49 / 8.70
E_tot (a.u.): -306.2219
Net charge: +1
ΔE to the lowest compared entry with this formula, charge and spin (kJ/mol): 424.13

Geometry (Å):
1 C 0.667 -0.776 0.626
2 C 1.709 0.269 0.705
3 C -2.363 -1.280 0.607
4 C 1.523 2.051 -0.959
5 C -1.465 -0.927 -0.576
6 N 1.000 1.377 0.111
7 N -0.216 -0.403 -0.208
8 H 0.652 -1.712 1.184
9 H 1.965 0.538 1.740
10 H 2.632 -0.030 0.189
11 H -3.345 -1.560 0.234
12 H -1.956 -2.112 1.176
13 H -2.477 -0.425 1.270
14 H 2.326 1.563 -1.523
15 H 0.705 2.393 -1.606
16 H 1.894 3.012 -0.551
17 H -1.961 -0.177 -1.203
18 H -1.290 -1.803 -1.216